A) ORCA calculation (ωB97M-V with the def2-TZVPD basis set) on a cluster of 2 separate species, C6H10N in total.

The calculation puts the gap between HOMO and LUMO (alpha / beta) at 8.30 / 7.90 eV. For the highest occupied orbital energy (alpha / beta), the calculation gives -14.47 / -13.32 eV. As for the net charge: +1.

Geometry (Å):
H (-2.28, -0.75, -0.75)
N (-0.45, -0.64, 0.23)
H (-1.68, 1.53, 0.40)
H (0.89, 0.71, 2.19)
H (1.75, 1.46, -3.10)
C (-1.28, -0.88, -0.90)
C (1.12, 1.19, -2.30)
H (-1.38, -1.90, -1.28)
C (0.76, 0.89, -1.16)
H (2.14, 0.29, 1.19)
H (0.07, -1.35, 2.19)
C (-0.38, -1.41, 1.27)
C (0.24, 0.57, 0.12)
H (1.40, 1.89, 1.16)
H (-0.86, -2.30, 1.22)
C (1.16, 0.93, 1.21)
H (-1.22, -0.23, -1.70)

Atomic partial charges in e from the Löwdin method, atoms 1 to 4: number 1, H, carries 0.08; number 2, N, carries -0.11; number 3, H, carries 0.25; number 4, H, carries 0.06


B) ORCA calculation (ωB97M-V with the def2-TZVPD basis set) on a structure of composition C6H10N.

The calculation puts the gap between HOMO and LUMO at 10.17 eV. For the highest occupied orbital energy, the calculation gives -14.59 eV. As for the net charge: +1.

Geometry (Å):
H (-0.11, 1.92, -1.10)
C (2.86, 0.57, 0.56)
H (2.59, 1.55, 0.93)
C (1.24, -1.18, -0.56)
C (-0.93, 0.38, 0.33)
H (1.13, -2.09, 0.03)
H (1.58, -1.43, -1.57)
H (-2.20, -1.32, -0.08)
H (-1.12, 0.67, -1.93)
H (3.91, 0.27, 0.66)
H (-0.70, 1.04, 1.16)
H (-3.05, 0.17, 0.33)
N (2.03, -0.20, 0.06)
C (-2.17, -0.44, 0.56)
C (-0.54, 0.92, -1.05)
H (-2.23, -0.76, 1.60)
C (0.17, -0.18, -0.43)

Atomic partial charges in e from the Löwdin method, atoms 1 to 4: number 1, H, carries 0.13; number 2, C, carries 0.11; number 3, H, carries 0.11; number 4, C, carries -0.07


C) ORCA calculation (ωB97M-V with the def2-TZVPD basis set) on the ion C6H10N with charge +1.

The calculation puts the gap between HOMO and LUMO at 9.60 eV. As for the SMILES: CC(C)[N+]1=C2C[C@@H]21. For the highest occupied orbital energy, the calculation gives -15.14 eV. As for the net charge: +1.

Geometry (Å):
H (-1.60, 0.71, -1.63)
C (-0.80, -0.68, -0.21)
H (-1.93, 1.24, 0.07)
C (1.47, 0.47, 0.40)
H (-0.57, -0.30, 1.99)
C (-0.67, -1.22, 1.28)
C (0.93, 0.92, -1.16)
H (0.29, -1.74, 1.28)
H (2.90, 0.15, -1.19)
H (2.89, 1.82, -0.64)
H (-0.94, -1.42, -1.01)
C (2.35, 0.85, -0.68)
H (-1.41, -1.91, 1.63)
H (-2.83, -0.22, -0.46)
H (1.27, 1.04, 1.25)
N (0.50, 0.00, -0.38)
C (-1.83, 0.31, -0.53)

Atomic partial charges in e from the Löwdin method, atoms 1 to 4: number 1, H, carries 0.13; number 2, C, carries -0.33; number 3, H, carries 0.10; number 4, C, carries 0.02


D) ORCA calculation (ωB97M-V with the def2-TZVPD basis set) on the ion C6H10N with charge +1.

The calculation puts the gap between HOMO and LUMO at 10.78 eV. As for the SMILES: CC1=C2CC[NH2+][C@H]12. For the highest occupied orbital energy, the calculation gives -14.11 eV. As for the net charge: +1.

Geometry (Å):
H (1.38, 1.66, -0.88)
H (-2.07, -0.75, -1.26)
H (0.83, -1.06, 3.10)
H (0.21, 2.02, 0.90)
H (1.65, -0.03, -0.81)
C (-0.22, 0.38, -1.71)
H (0.95, -2.27, 1.86)
H (-0.22, 1.07, -2.48)
H (-0.64, -1.93, 2.64)
C (0.26, 0.95, 0.63)
H (-2.18, 1.13, -1.04)
N (0.93, 0.79, -0.82)
C (-1.51, 0.27, -0.92)
C (-0.05, -0.35, 1.31)
C (0.30, -1.38, 2.26)
H (0.15, -0.67, -2.13)
C (-0.90, 0.08, 0.41)

Atomic partial charges in e from the Löwdin method, atoms 1 to 4: number 1, H, carries 0.14; number 2, H, carries 0.18; number 3, H, carries 0.05; number 4, H, carries 0.15


Relative to the most stable structure, the computed energies are A) 4.199; B) 0.597; C) 1.734; D) 0.000, all in eV.


A) ORCA calculation (ωB97M-V with the def2-TZVPD basis set) on the ion C6H10N with charge +1.

The calculation puts the gap between HOMO and LUMO at 7.38 eV. For the highest occupied orbital energy, the calculation gives -13.85 eV. As for the net charge: +1.

Geometry (Å):
C (-0.45, 0.33, 1.27)
N (-0.59, 1.67, 0.73)
H (1.85, 0.27, -0.17)
C (0.08, -0.57, 0.23)
H (-0.40, -2.45, -0.48)
C (0.92, 0.27, -0.71)
H (-1.73, 2.67, -0.85)
H (-0.04, 0.24, 2.36)
H (1.33, -1.97, -0.22)
C (0.30, 1.71, -0.55)
C (-1.23, 1.77, -0.52)
C (0.28, -1.91, 0.24)
H (1.09, -0.04, -1.76)
H (-0.03, -2.50, 1.18)
H (-1.70, 0.86, -0.90)
H (0.91, 2.57, -0.77)
H (-1.47, 0.12, 1.58)

Atomic partial charges in e from the Löwdin method, atoms 1 to 4: number 1, C, carries -0.11; number 2, N, carries -0.05; number 3, H, carries 0.15; number 4, C, carries -0.14


B) ORCA calculation (ωB97M-V with the def2-TZVPD basis set) on a cluster of 2 separate species, C6H10N in total.

The calculation puts the gap between HOMO and LUMO at 10.44 eV. For the highest occupied orbital energy, the calculation gives -14.68 eV. As for the net charge: +1.

Geometry (Å):
C (1.53, -2.39, 0.98)
H (-1.86, 1.71, -0.37)
H (-1.58, -0.96, 1.09)
H (0.35, 0.43, -3.16)
H (1.12, -3.29, 0.91)
N (0.31, 0.16, -1.19)
H (-0.67, 0.39, 1.62)
C (-0.16, -0.22, -0.21)
C (-1.19, 0.01, 0.80)
H (1.45, 1.50, -2.30)
H (-2.90, 1.25, 1.10)
C (-2.29, 0.90, 0.23)
H (2.88, -0.61, 1.14)
H (-2.91, 0.23, -0.52)
C (2.18, -1.40, 1.08)
H (1.75, -0.20, -2.50)
C (0.99, 0.49, -2.31)

Atomic partial charges in e from the Löwdin method, atoms 1 to 4: number 1, C, carries 0.05; number 2, H, carries 0.08; number 3, H, carries 0.13; number 4, H, carries 0.12


C) ORCA calculation (ωB97M-V with the def2-TZVPD basis set) on the ion C6H10N with charge +1.

The calculation puts the gap between HOMO and LUMO at 9.04 eV. As for the SMILES: CC=C=C=[N+](C)C. For the highest occupied orbital energy, the calculation gives -14.46 eV. As for the net charge: +1.

Geometry (Å):
H (-0.91, -1.32, -0.82)
H (0.35, 2.78, -1.73)
C (1.59, -0.50, 1.06)
C (1.29, 0.21, -0.96)
H (-1.28, 2.04, -1.56)
C (2.08, -0.42, -0.19)
H (0.20, -1.51, 1.88)
H (1.64, -2.23, 2.37)
H (-2.04, 0.19, -0.70)
C (-0.33, 2.02, -1.08)
H (-1.32, -0.21, -2.22)
H (1.06, -2.59, 0.76)
C (1.11, -1.84, 1.47)
C (-1.08, -0.20, -1.21)
N (0.03, 0.65, -0.88)
H (1.67, 0.18, 1.82)
H (-0.32, 2.50, -0.02)

Atomic partial charges in e from the Löwdin method, atoms 1 to 4: number 1, H, carries 0.15; number 2, H, carries 0.16; number 3, C, carries -0.02; number 4, C, carries 0.09


D) ORCA calculation (ωB97M-V with the def2-TZVPD basis set) on the ion C6H10N with charge +1.

The calculation puts the gap between HOMO and LUMO at 10.00 eV. For the highest occupied orbital energy, the calculation gives -14.86 eV. As for the net charge: +1.

Geometry (Å):
H (1.17, -0.03, -1.91)
C (-0.20, 1.49, -1.44)
N (-1.34, 1.38, -0.92)
H (-1.33, -1.19, 2.05)
H (2.18, -1.66, -0.18)
H (0.02, 2.44, -2.02)
C (0.94, 0.57, -1.08)
H (2.49, -0.38, 1.07)
H (1.34, -1.60, 1.52)
C (0.61, -0.32, 0.09)
H (-2.20, 2.01, -1.10)
C (1.79, -1.08, 0.67)
H (-2.45, -1.60, 0.64)
H (1.62, 1.20, -0.60)
H (-2.24, 0.01, 1.52)
C (-1.78, -0.86, 1.19)
C (-0.63, -0.37, 0.49)

Atomic partial charges in e from the Löwdin method, atoms 1 to 4: number 1, H, carries 0.13; number 2, C, carries -0.15; number 3, N, carries 0.15; number 4, H, carries 0.09


Relative to the most stable structure, the computed energies are A) 0.701; B) 0.592; C) 2.682; D) 0.000, all in eV.


A) ORCA calculation (ωB97M-V with the def2-TZVPD basis set) on the ion C6H10N with charge +1.

The calculation puts the gap between HOMO and LUMO at 10.86 eV. As for the SMILES: C=C1C[C@@]2(C)[NH2+][C@@H]12. For the highest occupied orbital energy, the calculation gives -14.27 eV. As for the net charge: +1.

Geometry (Å):
H (-0.18, -1.75, -1.07)
H (0.52, -0.74, 1.78)
H (-0.47, 1.28, 1.48)
C (-0.24, -0.85, -0.47)
N (0.60, -1.05, 0.80)
C (0.83, 0.08, -0.04)
H (1.25, -1.82, 0.63)
H (2.14, 1.53, -0.44)
H (-0.74, 2.10, -0.15)
H (2.97, 0.14, 0.27)
H (2.38, 0.06, -1.36)
C (-0.57, 1.24, 0.42)
C (-1.37, 0.06, -0.26)
H (-3.50, 0.54, -0.03)
C (-2.68, -0.19, -0.35)
C (2.17, 0.42, -0.44)
H (-3.09, -1.05, -0.77)

Atomic partial charges in e from the Löwdin method, atoms 1 to 4: number 1, H, carries 0.17; number 2, H, carries 0.20; number 3, H, carries 0.09; number 4, C, carries -0.06


B) ORCA calculation (ωB97M-V with the def2-TZVPD basis set) on the ion C6H10N with charge +1.

The calculation puts the gap between HOMO and LUMO at 11.40 eV. As for the SMILES: C[N+]1(C)CC12C=C2. For the highest occupied orbital energy, the calculation gives -14.58 eV. As for the net charge: +1.

Geometry (Å):
C (0.96, -0.06, 0.31)
H (-1.39, -1.34, -1.43)
C (-1.16, -1.27, -0.31)
C (2.19, -0.66, -0.41)
H (0.03, 0.96, 1.90)
H (-0.28, -0.71, 2.11)
H (-2.05, 1.20, -0.12)
H (-0.39, -2.09, -0.02)
H (-2.15, -1.32, 0.30)
N (-0.46, -0.05, 0.05)
C (0.03, 0.04, 1.41)
C (2.05, 0.71, -0.40)
H (2.44, 1.68, -0.62)
C (-1.03, 1.16, -0.54)
H (-1.08, 1.34, -1.53)
H (2.77, -1.57, -0.55)
H (-0.49, 1.97, -0.15)

Atomic partial charges in e from the Löwdin method, atoms 1 to 4: number 1, C, carries -0.31; number 2, H, carries 0.14; number 3, C, carries 0.01; number 4, C, carries 0.16


C) ORCA calculation (ωB97M-V with the def2-TZVPD basis set) on the ion C6H10N with charge +1.

The calculation puts the gap between HOMO and LUMO at 10.72 eV. As for the SMILES: C=C=C[C@H]1C[N@@H+]1C. For the highest occupied orbital energy, the calculation gives -13.73 eV. As for the net charge: +1.

Geometry (Å):
C (2.38, -0.17, 0.13)
H (-1.16, 2.14, -0.69)
H (3.41, -1.81, -0.60)
C (-2.21, -0.37, -0.05)
C (0.03, 0.63, 0.50)
H (-2.54, 0.46, 0.65)
C (1.39, 0.29, 0.87)
C (3.43, -0.69, -0.37)
H (-0.46, -0.74, -1.10)
N (-0.86, -0.13, -0.43)
H (-2.95, -0.36, -0.89)
H (-2.32, -1.34, 0.40)
C (-0.43, 1.22, -0.82)
H (-0.49, 1.18, 1.35)
H (1.67, 0.41, 1.86)
H (0.15, 1.30, -1.67)
H (4.17, -0.14, -0.91)

Atomic partial charges in e from the Löwdin method, atoms 1 to 4: number 1, C, carries -0.08; number 2, H, carries 0.19; number 3, H, carries 0.11; number 4, C, carries -0.02


Relative to the most stable structure, the computed energies are A) 0.470; B) 1.016; C) 0.000, all in eV.


A) ORCA calculation (ωB97M-V with the def2-TZVPD basis set) on the molecule C5H8S.

The calculation puts the gap between HOMO and LUMO at 9.99 eV. As for the SMILES: S[C@@H]1C=CCC1. For the highest occupied orbital energy, the calculation gives -8.96 eV. As for the net charge: 0.

Geometry (Å):
C (1.38, -0.44, -0.35)
H (2.19, -0.69, 0.25)
H (-0.37, -1.70, -0.68)
S (-2.61, 0.24, -0.31)
H (-0.46, 2.43, 0.31)
C (-0.06, 1.37, 0.16)
C (1.13, 1.08, -0.31)
H (1.90, 1.80, -0.53)
H (0.12, -1.61, 1.06)
C (-0.95, 0.14, 0.46)
H (1.49, -0.72, -1.39)
C (0.07, -1.06, 0.16)
H (-1.12, 0.25, 1.60)
H (-2.71, -1.07, -0.44)

Atomic partial charges in e from the Löwdin method, atoms 1 to 4: number 1, C, carries -0.17; number 2, H, carries 0.08; number 3, H, carries 0.12; number 4, S, carries 0.71


B) ORCA calculation (ωB97M-V with the def2-TZVPD basis set) on the molecule C5H8S.

The calculation puts the gap between HOMO and LUMO at 9.86 eV. As for the SMILES: C/C=C/[C@H]1CS1. For the highest occupied orbital energy, the calculation gives -8.84 eV. As for the net charge: 0.

Geometry (Å):
C (-1.65, 0.99, -0.42)
H (-0.58, 0.78, 1.56)
C (3.28, -0.27, -0.31)
H (4.06, 0.51, -0.20)
S (-1.95, -0.74, 0.02)
H (2.01, 0.37, 1.56)
H (-1.27, 1.27, -1.42)
C (-0.62, 0.44, 0.48)
C (1.95, 0.20, 0.44)
H (0.48, -0.40, -0.96)
H (3.62, -1.20, 0.21)
H (3.13, -0.56, -1.32)
C (0.73, 0.20, -0.13)
H (-2.46, 1.63, -0.11)

Atomic partial charges in e from the Löwdin method, atoms 1 to 4: number 1, C, carries -0.45; number 2, H, carries 0.12; number 3, C, carries -0.09; number 4, H, carries 0.07


Relative to the most stable structure, the computed energies are A) 0.000; B) 0.694, all in eV.